[1]
{
  "formula": "C35H32CrIN4O3S8",
  "method": "ωB97M-V/def2-TZVPD",
  "e_lumo_ev": [-0.6, -0.4],
  "charge": 0,
  "gap_ev": [6.585, 6.736],
  "spin_multiplicity": 2,
  "elements": ["Cr", "O", "C", "C", "C", "C", "C", "C", "C", "O", "N", "N", "C", "S", "C", "C", "S", "H", "H", "H", "H", "H", "H", "H", "H", "H", "I", "C", "C", "C", "C", "C", "C", "C", "C", "C", "C", "H", "H", "H", "H", "H", "H", "C", "C", "C", "N", "C", "S", "N", "C", "O", "C", "C", "C", "C", "C", "C", "H", "H", "H", "H", "H", "H", "H", "H", "H", "H", "H", "H", "H", "H", "C", "S", "C", "C", "S", "S", "C", "S", "S", "H", "H", "H"],
  "positions_angstrom": [[0.2734, -0.0196, -0.3994], [-1.5704, -3.5398, 3.2318], [-0.2882, -3.9159, 3.0539], [0.2394, -5.0191, 3.7197], [1.5586, -5.3944, 3.5483], [2.3897, -4.6620, 2.7157], [1.8777, -3.5719, 2.0453], [0.5445, -3.1908, 2.1876], [0.0882, -2.0416, 1.4020], [0.9436, -1.4129, 0.6876], [-1.1624, -1.6629, 1.4207], [-1.3778, -0.5424, 0.6801], [-2.5646, -0.0759, 0.9039], [-3.5872, -0.9703, 2.0079], [-5.0894, -0.0185, 1.5399], [-4.6729, 1.4175, 1.3463], [-3.2041, 1.4079, 0.2534], [-1.9967, -4.1203, 3.8776], [-0.4013, -5.5889, 4.3811], [1.9365, -6.2605, 4.0709], [3.4246, -4.9424, 2.5897], [2.4998, -2.9824, 1.3874], [-5.8152, -0.1309, 2.3419], [-5.4777, -0.4503, 0.6152], [-4.3876, 1.8911, 2.2872], [-5.4265, 2.0195, 0.8426], [-0.7831, 2.0314, -1.9311], [-1.6906, 0.5176, -3.1501], [-2.5957, 0.9091, -4.0942], [-3.2019, -0.0662, -4.8977], [-2.8385, -1.3768, -4.7663], [-1.8786, -1.7794, -3.8148], [-1.4676, -3.1231, -3.7204], [-0.5348, -3.4931, -2.7928], [-0.0190, -2.5478, -1.8958], [-0.3909, -1.2219, -1.9173], [-1.3028, -0.8166, -2.9270], [-2.8280, 1.9541, -4.2212], [-3.9453, 0.2383, -5.6180], [-3.2793, -2.1331, -5.4012], [-1.8913, -3.8500, -4.3994], [-0.1927, -4.5168, -2.7299], [0.7001, -2.8912, -1.1628], [3.7948, 4.1751, 2.8200], [4.0527, 3.9944, 1.3312], [3.0549, 3.0374, 0.6919], [1.7391, 3.6329, 0.6491], [0.6340, 3.0690, 1.1117], [0.6193, 1.5385, 1.8021], [-0.5652, 3.7334, 1.0420], [-0.9672, 4.9007, 0.3929], [-2.1251, 5.0003, 0.0651], [0.0165, 5.9961, 0.2065], [0.0579, 6.6638, -1.0158], [0.8973, 7.7508, -1.1784], [1.6735, 8.1949, -0.1203], [1.6073, 7.5560, 1.1074], [0.7856, 6.4562, 1.2764], [4.5042, 4.8794, 3.2456], [3.8953, 3.2255, 3.3395], [2.7907, 4.5532, 2.9958], [5.0499, 3.5889, 1.1739], [3.9978, 4.9572, 0.8195], [2.9922, 2.1104, 1.2660], [3.3703, 2.8011, -0.3289], [1.6814, 4.5533, 0.2288], [-1.3607, 3.1346, 1.2599], [-0.5643, 6.3111, -1.8243], [0.9349, 8.2638, -2.1260], [2.3169, 9.0514, -0.2465], [2.1869, 7.9245, 1.9386], [0.7185, 5.9630, 2.2359], [5.8072, -0.1437, -1.4539], [5.4415, 1.6384, -1.4591], [4.1540, 1.7327, -2.6522], [2.9446, 1.1247, -2.5517], [2.4884, 0.1286, -1.2299], [1.8709, 1.3801, -3.9340], [2.8247, 2.6194, -4.7177], [2.2728, 3.5202, -5.9595], [4.4206, 2.7760, -4.0366], [6.6790, -0.2778, -0.8222], [6.0274, -0.4608, -2.4675], [4.9563, -0.6817, -1.0499]]
}

[2]
{
  "formula": "C35H32CsIN6O6",
  "method": "ωB97M-V/def2-TZVPD",
  "e_lumo_ev": 3.2,
  "charge": -2,
  "gap_ev": 4.524,
  "spin_multiplicity": 1,
  "elements": ["Cs", "O", "C", "N", "C", "C", "C", "C", "C", "C", "N", "C", "O", "C", "C", "C", "C", "C", "N", "C", "C", "C", "C", "C", "N", "H", "H", "H", "H", "H", "H", "H", "H", "H", "H", "H", "H", "O", "C", "C", "C", "C", "C", "C", "N", "H", "H", "H", "H", "H", "H", "H", "C", "N", "C", "C", "C", "O", "H", "H", "H", "H", "H", "H", "H", "H", "H", "I", "C", "C", "C", "C", "C", "C", "C", "O", "O", "H", "H", "H", "H"],
  "positions_angstrom": [[0.9060, 0.2689, -1.0520], [0.0201, -1.9719, 0.4949], [-0.4956, -2.2415, -0.6168], [0.1968, -2.2933, -1.7105], [-0.1694, -2.6046, -2.9919], [0.3091, -3.8102, -3.5114], [0.0516, -4.2046, -4.8122], [-0.7148, -3.3856, -5.6227], [-1.1764, -2.1706, -5.1450], [-0.8947, -1.7212, -3.8494], [-1.3243, -0.5224, -3.3374], [-1.6465, 0.4886, -4.1181], [-1.5561, 0.6406, -5.3558], [-2.2798, 1.6238, -3.3489], [-3.2604, 2.3815, -4.0062], [-3.8922, 3.4043, -3.3328], [-3.5237, 3.6552, -2.0165], [-2.5326, 2.8607, -1.4560], [-1.9251, 1.8800, -2.0961], [-1.9837, -2.5400, -0.6090], [-2.6118, -3.3050, -1.5944], [-3.9702, -3.5326, -1.5148], [-4.6794, -3.0125, -0.4420], [-3.9622, -2.2939, 0.5012], [-2.6672, -2.0624, 0.4288], [0.8738, -4.4511, -2.8445], [0.4418, -5.1478, -5.1835], [-0.9379, -3.6889, -6.6421], [-1.7704, -1.5379, -5.7901], [-3.4941, 2.1394, -5.0333], [-4.6664, 3.9962, -3.8120], [-3.9855, 4.4561, -1.4510], [-2.2195, 3.0000, -0.4277], [-2.0391, -3.7096, -2.4103], [-4.4721, -4.1200, -2.2748], [-5.7479, -3.1703, -0.3401], [-4.4621, -1.8904, 1.3791], [2.4517, -2.5484, 1.5581], [2.4534, -2.7036, 2.9296], [1.7800, -1.6095, 3.7233], [1.9743, -1.5015, 5.1036], [1.3076, -0.4979, 5.7829], [0.4574, 0.3445, 5.0775], [0.3326, 0.1530, 3.7078], [0.9926, -0.7867, 3.0616], [1.5379, -2.3255, 1.2276], [3.5074, -2.7635, 3.2394], [1.9704, -3.6555, 3.2379], [2.6417, -2.1815, 5.6191], [1.4501, -0.3657, 6.8504], [-0.0854, 1.1311, 5.5845], [-0.3136, 0.7585, 3.0882], [-1.9233, 5.3703, 3.7036], [-2.1902, 4.0754, 3.1349], [-3.4945, 3.5097, 3.3782], [-1.3154, 3.4055, 2.3208], [-0.0101, 4.1020, 2.0380], [-1.5920, 2.3060, 1.8952], [-2.6374, 5.5529, 4.5075], [-2.0266, 6.1730, 2.9624], [-0.9168, 5.4117, 4.1237], [-4.2781, 4.2052, 3.0715], [-3.6230, 3.2665, 4.4362], [-3.5739, 2.5967, 2.7917], [-0.1598, 5.1390, 1.7430], [0.5211, 3.5731, 1.2471], [0.6176, 4.0712, 2.9281], [8.5347, 4.7038, -4.4048], [6.8094, 4.0610, -3.3278], [5.6552, 3.7644, -4.0192], [4.5434, 3.3375, -3.3115], [4.5750, 3.2275, -1.9265], [5.7529, 3.5397, -1.2614], [6.8795, 3.9514, -1.9564], [3.3441, 2.6727, -1.1671], [3.0015, 1.5410, -1.5363], [2.8530, 3.3930, -0.2936], [5.6186, 3.8522, -5.0952], [3.6447, 3.0746, -3.8502], [5.8007, 3.4500, -0.1858], [7.7955, 4.1798, -1.4308]]
}

[3]
{
  "formula": "C35H32MnN4O2PS",
  "method": "ωB97M-V/def2-TZVPD",
  "e_lumo_ev": [2.2, 2.2],
  "charge": -1,
  "gap_ev": [2.827, 5.697],
  "spin_multiplicity": 6,
  "elements": ["Mn", "S", "C", "C", "C", "C", "C", "C", "N", "C", "C", "C", "C", "C", "C", "C", "H", "H", "H", "H", "H", "H", "H", "H", "C", "N", "C", "N", "O", "H", "H", "H", "H", "H", "H", "N", "P", "C", "C", "C", "C", "C", "C", "C", "C", "C", "C", "C", "C", "C", "C", "C", "C", "C", "C", "H", "H", "H", "H", "H", "H", "H", "H", "H", "H", "H", "H", "H", "H", "H", "C", "C", "O", "H", "H", "H"],
  "positions_angstrom": [[-0.3911, -0.1835, 1.2992], [-4.8576, 0.4293, 2.5565], [-4.4357, 1.9525, 1.8622], [-5.2327, 3.0898, 1.8295], [-4.7152, 4.2595, 1.2924], [-3.3961, 4.2826, 0.7875], [-2.5498, 3.1512, 0.8535], [-3.0885, 1.9561, 1.3935], [-2.4506, 0.7548, 1.6145], [-3.2251, -0.1257, 2.2282], [-2.6490, -1.4793, 2.5069], [-3.4058, -2.5201, 3.1099], [-2.8132, -3.7323, 3.4181], [-1.4677, -3.9373, 3.1223], [-0.7401, -2.9545, 2.4376], [-1.3350, -1.7581, 2.1202], [-6.3099, 3.0669, 2.0942], [-5.3167, 5.1742, 1.2108], [-3.0039, 5.1908, 0.3227], [-1.5155, 3.1556, 0.4508], [-4.4523, -2.3755, 3.3238], [-3.4347, -4.5252, 3.8532], [-0.9752, -4.8760, 3.3406], [0.2696, -3.1790, 2.0900], [5.2466, -0.9345, 2.4576], [4.0228, -0.8990, 1.6822], [3.0106, 0.0132, 1.9116], [3.3059, 1.1331, 2.5766], [1.8509, -0.2244, 1.4720], [5.7928, -1.8416, 2.2171], [5.0468, -0.9322, 3.5217], [5.9127, -0.0994, 2.1932], [3.7032, -1.7962, 1.3314], [4.2694, 1.3151, 2.9002], [2.6706, 1.9263, 2.7181], [-0.6251, -0.2473, -0.5133], [0.2371, -0.2449, -1.8190], [-0.6262, -1.0070, -3.2015], [-0.0144, -1.7839, -4.1511], [-0.7428, -2.2747, -5.2212], [-2.0814, -1.9560, -5.3936], [-2.6825, -1.1325, -4.4385], [-1.9879, -0.6773, -3.3375], [0.5635, 1.4848, -2.2916], [0.6187, 1.8666, -3.6226], [0.7470, 3.2132, -3.9469], [0.8047, 4.1964, -2.9954], [0.7301, 3.8090, -1.6445], [0.6753, 2.4560, -1.2961], [1.7986, -1.1298, -1.7701], [1.7488, -2.4761, -1.3864], [2.9213, -3.1785, -1.1956], [4.1535, -2.5067, -1.3429], [4.1623, -1.1911, -1.7881], [2.9891, -0.4798, -1.9942], [1.0467, -2.0436, -4.0419], [-0.2286, -2.9064, -5.9221], [-2.6299, -2.3621, -6.2358], [-3.7107, -0.8140, -4.6054], [-2.4427, -0.0513, -2.5603], [0.5988, 1.1200, -4.4302], [0.7725, 3.4868, -4.9985], [0.8816, 5.2469, -3.2900], [0.7040, 4.5790, -0.8762], [0.7388, 2.1447, -0.2425], [0.7584, -2.9320, -1.2783], [2.8720, -4.2205, -0.9653], [5.0986, -3.0005, -1.0466], [5.1006, -0.6606, -1.9635], [3.0079, 0.5866, -2.3327], [0.0913, 0.0116, 4.2223], [0.0228, 1.1010, 3.1810], [0.1896, 2.2853, 3.1942], [0.6188, 0.4097, 5.0775], [0.6673, -0.8543, 3.8574], [-0.8881, -0.3441, 4.5073]]
}

Energy above the lowest of the compared OMol25 structures with the same formula, charge and spin values, unit eV, following the record order: 0.447, 1.427, 0.000.
M values, unit g/mol, following the record order: 992.1, 892.5, 658.6.